A 12-piece molecular cluster, C27H83N19O12 overall in a non-equilibrium geometry. Source: the Open Molecules 2025 dataset; level of theory: ωB97M-V with the def2-TZVPD basis set.

```
141
Properties=species:S:1:pos:R:3:forces:R:3
O 16.258730 -16.330610 11.948660 1.0511 3.2699 -0.2886
O 22.755520 -19.806080 9.473300 1.6403 -0.6622 0.1435
O 19.672000 -11.439240 0.327330 -1.2876 0.4912 0.5630
O 9.540700 -13.078050 11.723060 -0.5567 0.3002 1.6856
O 15.116870 -15.575450 4.800780 -1.3967 1.1163 1.0591
O 18.410270 -10.982320 8.185110 0.9580 2.8923 -2.9794
O 21.370900 -19.319770 2.327040 -0.8412 -0.6149 1.9163
O 26.519340 -15.316660 2.548140 -1.5161 0.4556 -3.8317
O 11.490770 -8.490790 4.248360 -2.3106 3.5513 -0.5852
O 9.360190 -19.765970 4.253150 -0.6151 0.5581 -0.9670
O 13.313180 -22.858780 -2.144170 0.4497 -1.4468 0.0281
O 14.168140 -15.382980 -2.721910 0.4272 -0.0435 -0.5712
N 11.629050 -10.733150 4.191800 -3.1697 -1.7437 -1.2640
N 7.624230 -12.131140 13.881100 0.3435 -0.0825 -0.3490
N 17.786470 -10.787670 1.337040 -8.0081 -0.3378 0.1861
N 15.332910 -17.705060 10.395650 -0.7146 -0.1191 -3.8329
N 17.301910 -11.304210 10.121900 -1.1706 0.9910 1.1444
N 15.711940 -17.382080 3.725000 0.1651 -3.6102 -1.7397
N 23.327980 -19.547190 7.272220 2.5860 -0.9125 -1.4283
N 21.243950 -20.629920 0.421560 -1.1808 -1.7661 -0.5925
N 25.753980 -12.556610 3.243250 0.1095 0.3783 -1.1984
N 19.688860 -10.285960 2.196540 2.4362 2.3966 3.9930
N 13.114170 -9.674350 5.177830 5.0700 -0.0827 3.7437
N 18.354330 -12.931500 9.178970 0.5636 -3.6132 0.4336
N 16.102540 -23.485410 -2.027160 0.9270 0.8585 -0.1869
N 15.419610 -18.230920 12.455620 -1.7830 -4.7077 4.2162
N 21.312740 -19.045420 8.053780 -1.8369 0.6691 -2.1007
N 22.739160 -19.148120 0.646310 4.6273 2.7718 -2.3361
N 17.167320 -15.718370 4.103780 5.2859 2.0356 -0.5871
N 16.382840 -17.116730 -5.193290 -0.2401 -0.4842 -0.2421
N 6.886660 -19.474740 1.432090 -0.3944 0.3972 -2.9524
C 12.327400 -22.750990 -3.215140 0.7238 0.7333 1.6995
C 6.461530 -14.213170 13.501780 -0.1066 0.3420 1.2734
C 6.395350 -20.809930 3.287020 1.1171 -1.3880 1.3398
C 15.986390 -16.202820 4.236560 -3.3208 0.2350 0.7934
C 27.353130 -16.323600 1.947890 -0.0778 0.4591 1.5692
C 24.349970 -14.195950 4.314520 0.7892 0.2168 0.3351
C 8.826760 -19.523360 2.914150 -1.1762 -2.3349 0.7945
C 15.778850 -17.021950 -3.851440 1.3584 1.2319 -0.2302
C 9.122240 -18.744470 5.242390 1.0196 -0.4899 -1.0434
C 15.083690 -23.325510 0.275340 -0.2244 0.1769 0.2920
C 7.763470 -13.489700 13.378620 1.2078 -0.7039 -2.1050
C 14.822650 -15.835310 -3.962670 -1.4404 0.8643 1.7191
C 15.687970 -17.316460 11.596430 0.9021 1.1899 -0.0190
C 13.845870 -24.213700 -1.795000 -0.8766 1.1610 -0.2042
C 21.765540 -19.722450 1.263120 -2.3481 0.1091 0.5508
C 19.032980 -10.875360 1.253040 6.0055 -2.4624 -4.1235
C 26.759810 -14.695210 3.739880 1.5843 -2.5640 2.6617
C 10.096260 -13.191860 10.446700 0.3337 0.0149 1.3126
C 13.605860 -16.358630 -1.838510 1.0007 0.5898 -1.2490
C 16.942770 -16.728710 -2.844440 -0.0250 -0.3043 0.4259
C 25.831780 -13.633310 4.243410 -2.0692 0.9786 -2.7887
C 22.519920 -19.527780 8.306600 -1.5990 0.6003 3.5079
C 7.253160 -19.685010 2.766490 -0.2437 1.7686 2.4660
C 18.039730 -11.666310 9.068320 -0.1604 0.0067 0.9458
C 15.206610 -24.041600 -1.038030 -1.2164 -0.3042 -1.7680
C 8.207530 -13.476030 11.880920 -0.5602 0.1990 -0.2355
C 11.977470 -9.495530 4.605070 0.6957 -1.9141 -2.0385
H 17.073330 -16.390830 -5.321280 -0.0581 0.3782 0.0536
H 8.159810 -18.883770 5.734760 -0.0333 0.3605 -0.0767
H 9.196420 -20.341910 2.296540 0.6884 0.0621 0.0816
H 12.986570 -15.785150 -1.148800 0.2389 -0.3110 0.2136
H 8.386490 -11.646190 13.429580 0.1393 0.6378 0.1076
H 24.187010 -20.040800 7.468460 -0.0128 0.1490 -0.5358
H 6.724570 -20.378680 1.011690 0.9693 -0.6347 -0.3950
H 21.638960 -20.551610 -0.504690 -0.8061 -0.9568 0.1854
H 15.598390 -25.022590 -0.769200 -0.2198 -0.3350 -0.2566
H 24.010360 -14.679440 3.398550 0.9146 -0.6678 -0.1510
H 27.236150 -16.418600 0.868360 -0.6252 0.4796 0.1276
H 14.400630 -23.966460 0.832760 0.0584 0.2322 0.5019
H 9.946010 -18.809160 5.953240 -0.2165 -0.4403 0.2719
H 12.993540 -17.086070 -2.371430 -0.1536 -0.1336 -0.0413
H 16.740530 -16.718550 -1.773410 -0.5967 -0.0406 0.0027
H 7.561350 -12.821890 11.295560 -0.3358 0.7057 0.1537
H 15.328760 -17.051470 9.625650 0.1096 -0.3189 0.1226
H 8.041980 -14.406850 11.338460 0.0911 -0.8141 0.5555
H 12.549650 -23.282830 -4.140260 0.0183 -0.5065 0.2782
H 15.844750 -23.886580 -2.917500 0.3686 -0.5519 -0.1646
H 17.888760 -13.365590 9.963130 0.9298 -1.0378 -0.5217
H 23.143930 -18.297220 1.009950 -0.2119 -0.2380 0.0050
H 20.698010 -18.729410 8.790230 0.1757 -0.3270 -0.4311
H 13.805610 -8.977740 5.416030 -0.5834 -0.0097 0.1223
H 5.746390 -13.667590 12.886150 -0.2777 -0.5660 -0.1260
H 21.132040 -19.016290 7.060510 -1.1170 0.6178 0.4515
H 15.247680 -18.002770 13.424380 0.4396 0.0708 -0.2743
H 9.533380 -12.587330 9.735490 0.2429 -0.1086 -0.3854
H 17.766530 -17.436020 -2.940490 -0.2069 -0.4611 -0.2844
H 17.136940 -12.066900 10.763130 -0.7018 1.1497 0.4046
H 16.923780 -17.967040 -5.260010 -0.0682 -0.2793 -0.0350
H 26.194260 -13.150000 5.150670 -0.0821 -0.6722 0.2690
H 13.924740 -24.715390 -2.759460 0.6894 -0.2563 -0.0508
H 23.054990 -19.334390 6.323380 0.1464 -0.1325 0.3451
H 16.044270 -23.266690 0.787130 0.0072 -0.1705 -0.0055
H 14.788820 -17.791870 3.730330 0.1788 0.6256 0.3327
H 17.175570 -11.348720 0.760740 0.5012 0.0183 -0.1784
H 13.253020 -10.633870 5.460910 0.8074 0.6528 0.3849
H 27.817750 -14.437070 3.787090 0.1920 0.5307 0.2646
H 23.541860 -13.464620 4.328900 0.5233 0.6412 0.9209
H 20.663400 -10.042100 2.092080 -0.2998 -0.4640 -0.0827
H 15.819930 -22.534240 -2.215580 0.0462 0.5248 0.4104
H 22.843930 -19.315650 -0.344180 0.4883 0.3629 0.3956
H 25.530430 -13.032220 2.380750 -1.5976 -0.4258 -0.3240
H 9.118060 -18.578820 2.454720 -0.0508 0.1794 0.3326
H 11.354950 -22.930820 -2.756770 -0.1925 -0.5350 -0.5266
H 7.880810 -12.177320 14.856870 -0.1293 0.3317 0.2886
H 14.968700 -19.071940 12.124770 -0.0172 0.1179 0.5324
H 26.572740 -15.491400 4.460420 0.6973 -0.3645 0.9221
H 19.254510 -10.072090 3.082930 0.1966 0.1820 -0.2347
H 6.797420 -21.766400 2.952950 -0.0229 -0.3145 0.0910
H 5.921840 -19.199930 1.315080 -0.1765 1.0719 0.5843
H 9.314910 -17.773210 4.786740 -0.7638 0.3158 -0.0451
H 10.165330 -14.254810 10.215460 -0.0521 -0.0394 -0.6694
H 24.316060 -14.876870 5.164980 -0.4831 -0.0957 -0.1013
H 11.083210 -12.811290 10.709730 0.2717 0.0834 -1.2073
H 6.192800 -14.030760 14.542270 -0.5420 -0.0861 0.0970
H 17.288760 -10.389590 2.120560 0.4573 0.1466 -0.1019
H 6.927350 -18.857950 3.397300 -0.3605 0.6775 -0.3281
H 26.653770 -12.361430 2.828060 1.2512 0.7928 1.1089
H 19.155590 -13.320800 8.703020 -0.4134 0.0054 0.2190
H 17.446000 -15.778340 -3.022340 -0.4397 0.3165 -0.3914
H 20.487410 -21.263780 0.635970 0.2536 0.3575 -0.0736
H 15.346340 -14.928150 -4.264200 0.3822 -0.1720 -0.0587
H 14.836830 -18.581670 10.321170 0.0352 0.5719 -0.5135
H 17.930130 -16.059330 3.536350 -0.4632 -0.3841 0.0308
H 14.665610 -22.318950 0.263110 -0.0811 -0.0348 -0.3929
H 14.482330 -16.844670 -1.409960 -0.4932 -0.4055 0.7576
H 12.336610 -21.688580 -3.458620 0.0543 0.0276 -0.0761
H 28.415560 -16.134420 2.101330 0.1336 0.1315 0.2976
H 13.994370 -15.921150 -4.666010 0.2525 -0.8109 -0.3615
H 27.078030 -17.265550 2.422390 0.2420 -0.2833 -0.0835
H 16.827500 -10.412770 10.102560 -0.0381 -0.4570 0.3550
H 13.152190 -24.850690 -1.246220 -0.5216 0.4443 0.4269
H 15.249910 -17.959400 -3.679620 0.0615 0.0630 0.3090
H 8.581570 -14.000590 13.886370 0.0052 -0.3507 0.2234
H 10.941580 -10.657350 3.455770 0.0164 -0.7227 0.0656
H 5.352630 -20.785310 2.970450 0.1267 0.5187 -0.2892
H 6.511600 -15.298620 13.415720 -0.0719 0.1368 -0.6226
H 16.426890 -17.988370 3.349020 -0.0535 0.2446 0.0541
H 6.364810 -20.805040 4.376590 0.1419 -0.3036 0.1337
H 12.322990 -11.466180 4.157010 -0.5027 0.2320 -0.4149
H 17.349920 -14.797990 4.477480 -0.3817 -0.2457 0.0593
```
Forces are in eV/Å.

For the total energy, the calculation gives -82222.9104 eV. The multiplicity is 1. The calculation puts the LUMO energy at -0.2 eV. The structure (SMILES) is COC[C@H](C)N.COC[C@H](C)N.COC[C@H](C)N.COC[C@H](C)N.COC[C@H](C)N.NC(N)=O.NC(N)=O.NC(N)=O.NC(N)=O.NC(N)=O.NC(N)=O.NC(N)=O. The orbital gap is 9.07 eV. The calculation puts the energy above the lowest of the compared OMol25 structures with the same formula, charge and spin at 1010.0 kJ/mol.